Computed, not measured: the molecule C4H4O2, with ωB97M-V/def2-TZVPD.

```
10
Properties=species:S:1:pos:R:3:forces:R:3:lowdin_charge:R:1
O -0.281695 2.241353 0.401963 0.06 -0.44 -0.25 0.1166
O 0.790555 -0.722447 -1.202733 -0.04 0.01 -0.12 0.0136
C 1.092213 0.256932 -0.209360 0.27 0.28 0.16 -0.1227
C -0.138836 1.108668 0.037664 -0.08 0.33 0.05 -0.3294
C 0.252422 -0.932339 0.084384 -0.06 -0.27 0.14 -0.2130
C -1.056477 -0.135373 0.091752 -0.15 -0.02 0.02 -0.0117
H 2.137599 0.481722 -0.034687 -0.12 -0.05 0.10 0.1514
H -1.642711 -0.322104 -0.810272 0.00 0.00 0.15 0.1220
H 0.532257 -1.810043 0.657510 -0.05 0.11 -0.19 0.1505
H -1.685328 -0.166370 0.983781 0.16 0.04 -0.06 0.1227
```
Positions in Å, forces in eV/Å.

Gap between HOMO and LUMO in eV: 10.69
SMILES: O=C1C[C@H]2O[C@@H]12
E in eV: -8305.23871
Energy above the lowest of the compared OMol25 structures with the same formula, charge and spin in kcal per mole: 42.40
HOMO level in eV: -9.731



Computed, not measured: a structure of composition C3CdLiO6, with ωB97M-V/def2-TZVPD.

```
11
Properties=species:S:1:pos:R:3:forces:R:3:lowdin_charge:R:1
Cd -0.220959 0.999174 0.560103 -2.07 1.89 0.59 1.4195
O 1.687890 0.428000 0.978747 2.89 -0.17 -0.44 -0.2528
O 0.843785 1.439176 -3.476629 -0.19 -0.48 0.14 -0.0479
O -1.789777 -2.151899 0.981007 0.66 0.59 -0.50 0.0013
O 0.021722 -2.875948 2.122782 0.27 0.97 -1.17 0.0536
O 0.154372 -0.974893 0.710811 0.79 -1.90 -0.84 -0.3091
O -0.115897 1.492883 -1.500179 -0.91 0.41 -0.65 -0.3143
C 0.777593 1.086395 -2.311301 0.02 0.77 -0.78 -0.4117
C -0.626282 -2.215638 1.337829 -1.42 -2.04 1.75 -0.7042
C 1.530255 -0.750865 0.559661 -0.80 0.16 1.64 -0.2741
Li -1.155585 1.947692 -3.265237 0.77 -0.18 0.25 0.8398
```
Positions in Å, forces in eV/Å.

Gap between HOMO and LUMO (spin up / spin down) in eV: 6.31 / 6.01
E in eV: -20161.05975
Energy above the lowest of the compared OMol25 structures with the same formula, charge and spin in kcal per mole: 121.74
Spin multiplicity: 2
HOMO level (spin up / spin down) in eV: -8.456 / -8.422



For the records above, the corresponding strongest force on any atom values read 0.51 3.05 eV Å⁻¹.